# C36H39IrN10O3SSi

C36H39IrN10O3SSi as an isolated structure (the ωB97M-V functional and the def2-TZVPD basis, the OMol25 dataset).

- ⟨S²⟩: 0.760
- Kohn-Sham gap (spin up / spin down): 0.2373 / 0.2307 hartree
- LUMO level (spin up / spin down): -4.1715 / -4.2996 eV
- HOMO (spin up / spin down): -0.3905 / -0.3887 Eh
- Multiplicity: 2
- Net charge: +1
- Largest force on an atom: 0.7 eV/A
- Energy relative to the best compared isomer or geometry (same formula, charge and spin): 0.000 eV

Geometry as XYZ:
```
91
C36H39IrN10O3SSi (the ωB97M-V functional and the def2-TZVPD basis)
Ir -0.19 0.61 -0.30
C -2.13 1.65 5.67
C -3.14 0.91 4.81
N -3.11 1.36 3.43
C -2.58 0.72 2.37
S -1.74 -0.76 2.61
N -2.79 1.36 1.24
N -2.18 1.01 0.09
C -2.89 1.20 -0.98
C -4.28 1.73 -0.96
C -2.27 0.84 -2.25
C -2.94 0.97 -3.46
C -2.28 0.67 -4.64
C -0.95 0.28 -4.57
C -0.35 0.16 -3.33
N -1.00 0.37 -2.18
H -2.22 1.34 6.71
H -2.29 2.73 5.62
H -1.12 1.43 5.34
H -4.16 1.05 5.19
H -2.94 -0.16 4.81
H -3.47 2.28 3.21
H -4.56 2.02 0.05
H -5.00 0.98 -1.31
H -4.36 2.60 -1.61
H -3.95 1.32 -3.47
H -2.78 0.76 -5.59
H -0.37 0.08 -5.46
H 0.68 -0.13 -3.26
O 3.97 -4.17 -4.97
C 4.45 -2.95 -4.66
O 5.42 -2.52 -5.21
C 3.71 -2.16 -3.60
C 2.50 -2.52 -3.04
C 1.89 -1.72 -2.10
C 2.51 -0.55 -1.68
C 3.71 -0.16 -2.25
C 4.31 -0.96 -3.21
N 1.89 0.23 -0.66
C 2.66 0.75 0.23
C 2.10 1.50 1.33
C 2.88 2.20 2.22
C 2.26 2.90 3.25
C 0.89 2.85 3.33
C 0.16 2.13 2.39
N 0.75 1.44 1.41
H 3.23 -4.42 -4.41
H 1.97 -3.42 -3.35
H 0.92 -1.98 -1.69
H 4.18 0.78 -1.99
H 5.24 -0.67 -3.68
H 3.74 0.60 0.20
H 3.96 2.21 2.10
H 2.85 3.47 3.96
H 0.34 3.39 4.09
H -0.91 2.15 2.40
C -1.49 -3.01 -1.87
Si -1.81 -2.46 -0.10
C -3.54 -1.77 -0.15
C -1.77 -3.90 1.09
N -0.41 -1.32 0.35
C 0.68 -1.97 1.02
C 1.29 -1.42 2.15
C 2.39 -2.03 2.74
C 2.90 -3.21 2.23
C 2.28 -3.79 1.14
C 1.18 -3.18 0.55
H -2.22 -3.78 -2.12
H -0.51 -3.44 -2.06
H -1.65 -2.20 -2.58
H -4.16 -2.65 -0.36
H -3.74 -1.05 -0.94
H -3.86 -1.37 0.81
H -2.76 -4.36 1.07
H -1.60 -3.56 2.11
H -1.04 -4.67 0.86
H 0.87 -0.55 2.61
H 2.83 -1.59 3.62
H 3.76 -3.69 2.69
H 2.64 -4.73 0.74
H 0.71 -3.67 -0.28
N 1.97 3.50 -1.46
C 0.77 3.47 -0.80
O -0.04 2.52 -1.11
C 0.46 4.44 0.15
C 1.44 5.41 0.49
N 2.31 6.12 0.77
C -0.78 4.42 0.82
N -1.78 4.35 1.39
H 2.49 4.36 -1.45
H 1.97 2.99 -2.33
```

Taken from the Löwdin analysis, the atomic charges in e are: atom 1 (Ir): 1.414, atom 2 (C): -0.080, atom 3 (C): -0.263, atom 4 (N): -0.008, atom 5 (C): -0.794, atom 6 (S): 0.852, atom 7 (N): -0.003, atom 8 (N): -0.087, atom 9 (C): -0.289, atom 10 (C): 0.000, atom 11 (C): -0.214, atom 12 (C): 0.027, atom 13 (C): -0.012, atom 14 (C): -0.016, atom 15 (C): -0.092, atom 16 (N): -0.038, atom 17 (H): 0.078, atom 18 (H): 0.077, atom 19 (H): 0.059, atom 20 (H): 0.120, atom 21 (H): 0.073, atom 22 (H): 0.145, atom 23 (H): 0.080, atom 24 (H): 0.098, atom 25 (H): 0.100, atom 26 (H): 0.121, atom 27 (H): 0.124, atom 28 (H): 0.121, atom 29 (H): 0.095, atom 30 (O): 0.140, atom 31 (C): -0.473, atom 32 (O): 0.144, atom 33 (C): -0.107, atom 34 (C): 0.012, atom 35 (C): -0.051, atom 36 (C): -0.247, atom 37 (C): 0.006, atom 38 (C): 0.021, atom 39 (N): 0.006, atom 40 (C): -0.039, atom 41 (C): -0.258, atom 42 (C): 0.032, atom 43 (C): 0.002, atom 44 (C): 0.005, atom 45 (C): -0.117, atom 46 (N): -0.017, atom 47 (H): 0.093, atom 48 (H): 0.119, atom 49 (H): 0.062, atom 50 (H): 0.120, atom 51 (H): 0.132, atom 52 (H): 0.151, atom 53 (H): 0.132, atom 54 (H): 0.128, atom 55 (H): 0.126, atom 56 (H): 0.067, atom 57 (C): -0.154, atom 58 (Si): 0.444, atom 59 (C): -0.163, atom 60 (C): -0.159, atom 61 (N): -0.235, atom 62 (C): -0.397, atom 63 (C): -0.100, atom 64 (C): -0.061, atom 65 (C): -0.071, atom 66 (C): -0.056, atom 67 (C): -0.083, atom 68 (H): 0.048, atom 69 (H): 0.010, atom 70 (H): 0.019, atom 71 (H): 0.051, atom 72 (H): 0.015, atom 73 (H): 0.021, atom 74 (H): 0.046, atom 75 (H): 0.019, atom 76 (H): 0.036, atom 77 (H): 0.050, atom 78 (H): 0.111, atom 79 (H): 0.109, atom 80 (H): 0.112, atom 81 (H): 0.083, atom 82 (N): 0.186, atom 83 (C): -0.495, atom 84 (O): -0.171, atom 85 (C): -0.203, atom 86 (C): -0.226, atom 87 (N): 0.157, atom 88 (C): -0.215, atom 89 (N): 0.178, atom 90 (H): 0.105, atom 91 (H): 0.112